Entry 1:
74
Properties=species:S:1:pos:R:3:forces:R:3 method="wB97M-V/def2-TZVPD" total_charge=-1 e_homo_ev=-4.36 homo_lumo_gap_ev=6.867 lumo_energy_ev=2.5 energy_ha=-2563.29632
H 2.263438 -7.648675 -4.426185 0.03 0.01 0.00
C 1.529383 -6.323289 -2.890143 0.12 -0.01 0.02
H 2.449695 1.654779 1.438319 -0.11 0.12 -0.08
C 2.828604 -6.214394 -2.109520 -0.03 -0.01 0.06
H 2.395742 -0.075687 1.194444 -0.11 0.08 0.05
C 0.489340 3.649334 0.081038 0.46 0.35 0.30
C -0.420550 3.066391 1.210329 0.75 -0.36 0.31
H 3.676058 0.089836 -0.605240 -0.06 0.03 -0.08
H 1.683234 5.181143 1.154269 -0.06 0.00 -0.04
H 1.074154 -8.135145 -2.293539 0.06 0.03 -0.01
H -0.169983 -5.058640 2.397645 -0.05 0.13 -0.05
C 1.764464 -6.677557 -4.349686 -0.06 -0.02 0.00
H -2.589373 5.721991 -2.888444 0.03 0.05 -0.03
H -2.766414 4.424010 3.443975 0.02 0.07 0.00
H 2.627612 -5.947780 -1.072006 -0.01 0.02 -0.01
O 0.652940 -7.269064 -2.276138 -0.14 -0.04 -0.05
H -0.725967 5.384237 0.068078 0.02 -0.01 0.00
H 4.081877 1.581340 -0.085717 -0.10 0.13 -0.10
H 0.767016 5.578476 -0.795807 0.03 0.00 0.00
H -1.695525 6.803148 -1.797740 0.00 0.01 -0.05
C -2.009212 5.768305 -1.964762 0.09 0.02 0.17
C -2.817129 3.400667 5.358540 0.09 0.18 0.05
H -0.702687 4.722029 2.300342 -0.01 -0.02 -0.02
C -1.240635 3.460317 -2.538824 0.04 -0.02 -0.26
C -2.064879 4.087690 4.209661 0.06 -0.11 0.14
H -1.724669 -4.427478 0.028667 0.01 0.00 0.02
H -1.121242 -7.388604 2.288030 -0.03 -0.01 -0.02
H 3.356903 -7.173352 -2.122646 0.02 0.01 -0.03
H -2.254893 2.541685 5.730006 -0.04 -0.04 -0.02
C -1.843200 -5.422775 0.456941 0.03 0.06 -0.04
H 1.946089 3.552512 1.744242 0.06 -0.07 -0.02
Cl -2.299534 3.263287 0.637578 -0.34 0.08 0.03
H -3.087148 0.341513 -0.849620 -0.04 -0.03 0.06
H -2.425870 -6.042658 -0.228060 0.01 -0.01 0.00
O -1.081767 0.360145 -2.302054 0.22 -0.16 0.11
I 0.110770 -1.553551 0.956776 -0.07 -0.52 0.03
H -1.815779 -0.165069 -2.631092 -0.08 0.04 -0.07
H -2.955234 4.075312 6.205520 -0.08 0.01 -0.03
O -2.328312 0.369839 -0.259215 0.14 0.10 -0.10
C -1.053411 3.149432 3.563909 -0.12 -0.07 0.09
P 0.593237 0.978288 -0.124663 0.61 1.04 -1.28
N 3.139020 4.989519 -0.838326 -0.04 -0.06 0.08
H 0.817291 -6.739829 -4.885769 0.00 0.01 0.01
H 2.393989 -5.932512 -4.838055 0.00 0.00 0.01
H 1.204263 0.420955 -1.305302 0.02 -0.02 0.10
O 4.079138 4.801866 -1.518344 0.05 0.01 0.05
C -0.594252 -7.432040 1.329597 0.07 0.00 0.02
H -1.144223 -8.102176 0.665909 0.00 0.01 -0.01
H -0.407409 2.776088 -2.670272 -0.07 0.07 0.04
H -1.558093 2.242466 3.225992 0.01 0.02 -0.07
H -0.325798 2.839739 4.321071 0.02 -0.02 -0.04
H -1.711048 3.597935 -3.518673 -0.04 0.03 0.02
H -3.802861 3.059207 5.045583 0.04 -0.12 -0.02
O 0.831161 2.588167 -0.751689 -0.36 -0.28 0.19
B -1.144101 0.546114 -0.934595 -0.31 -0.27 0.44
N 3.305363 1.003581 -0.379482 0.13 -0.12 0.26
C 2.313339 0.883195 0.685898 0.05 -0.44 0.17
H 3.484540 -5.456826 -2.540109 0.00 0.00 0.00
C -0.064958 4.890619 -0.652362 -0.07 0.00 -0.12
N -0.358935 3.779705 2.440112 -0.09 0.05 -0.17
O 0.293661 -5.183550 1.562658 0.21 -0.27 0.06
H 0.079746 -6.098919 -0.202742 -0.01 -0.02 -0.01
H -2.404643 -5.318253 1.390874 -0.02 -0.03 0.00
C 1.779203 4.137298 0.849473 -0.16 0.00 0.06
H 0.396675 -7.852070 1.508599 0.00 0.00 -0.01
H 0.994371 -5.374205 -2.827332 -0.02 0.00 0.01
C -0.479115 -6.037612 0.730170 -0.17 0.09 0.06
O 2.983241 3.985289 0.082338 -0.01 0.01 -0.19
C -0.800282 4.823003 -2.017782 -0.29 0.05 0.02
H -1.535729 4.965166 4.595427 -0.01 0.05 -0.09
O -0.110089 1.786903 1.365172 -0.41 0.38 0.20
H -0.117843 5.244740 -2.762802 0.10 -0.13 0.00
H -1.973643 2.995145 -1.880731 0.07 0.03 -0.05
H -2.659121 5.489301 -1.131714 -0.04 -0.06 -0.09

Entry 2:
45
Properties=species:S:1:pos:R:3:forces:R:3 method="wB97M-V/def2-TZVPD" total_charge=-1 e_homo_ev=-0.38 homo_lumo_gap_ev=3.507 lumo_energy_ev=3.1 energy_ha=-1000.42611
O 1.515035 2.064964 -0.874795 1.42 0.74 -1.59
H -3.203243 -1.134175 -2.054867 0.88 -0.70 -0.07
C -2.731341 -3.256951 -2.519778 1.95 1.58 0.27
C -0.624233 -0.720626 0.818769 -0.10 3.51 -0.25
H 2.228632 2.325288 -2.843691 0.60 -0.04 0.50
C -1.233518 -0.814324 3.268968 -0.29 -0.32 -0.06
C -1.067382 -1.571820 -1.839021 0.54 0.29 0.90
C 2.685724 2.282130 -1.832515 -2.30 -0.81 1.10
C -0.244902 0.528759 -0.062504 2.00 -0.17 3.19
H 1.711581 1.083540 3.335471 -0.14 -0.07 0.02
H 4.085447 3.829317 -2.134369 -0.40 0.00 0.49
H 2.611331 4.401961 -1.313389 -0.11 -0.19 -0.03
H -0.757484 -1.819508 3.295901 0.09 0.68 -0.20
H -2.292036 0.451066 1.814387 0.89 -0.93 0.00
H 1.023437 -2.199640 -1.754334 -1.03 -1.00 -0.17
H 1.516013 2.093989 1.185549 -0.75 0.34 0.90
C -0.276346 -3.822288 -2.425472 -1.00 0.84 0.01
H -2.095563 -0.927680 3.979617 0.61 0.38 -0.49
C -0.986077 -0.166232 -1.161428 -1.10 -1.02 -0.32
H -2.587083 -1.248007 1.582169 0.50 -0.06 0.24
O 1.657256 -0.083402 -1.373191 2.10 -4.04 -3.45
H 0.948927 -0.701576 -1.650649 1.25 0.20 -0.05
H 1.160981 -0.183167 2.221529 -0.10 1.25 -0.03
C 1.066604 0.791298 -0.670445 -1.60 1.71 3.26
H 3.378191 1.432645 -1.725049 -0.34 0.34 -0.25
C -0.019484 -2.519903 -1.996573 0.02 0.60 0.15
C -1.643122 -4.161658 -2.645373 0.29 -0.10 0.00
C -0.556681 1.942255 0.645833 0.37 -2.45 -0.26
H -1.581223 1.942408 0.978693 -0.18 0.06 0.49
H 0.373312 2.953321 2.301977 0.34 -0.47 0.43
O -1.769519 0.584410 -1.663265 -4.21 3.91 -3.12
C -2.408216 -1.904418 -2.165832 -0.08 -1.27 -0.01
H -1.854589 -5.183440 -2.913317 -0.13 -0.29 -0.11
H 0.186282 0.001731 4.694480 -0.32 0.27 -0.66
C -1.763776 -0.546258 1.844655 -1.08 0.09 -0.57
C 3.308487 3.565866 -1.377832 1.03 0.43 -0.72
H 0.599850 -4.492541 -2.542792 -1.06 0.14 0.00
H 3.825539 3.458745 -0.419810 -0.22 -0.07 -0.06
C 0.577011 2.001317 1.782887 -0.47 -0.39 -1.27
C 0.843605 0.765086 2.742392 -0.68 -0.30 -0.16
H -3.779818 -3.520871 -2.695794 0.56 -0.16 0.02
H -0.916796 1.194388 3.968162 0.16 -0.14 0.00
C -0.289051 0.318659 3.729727 0.20 0.13 0.58
O -0.127775 -1.793411 0.538765 1.53 -2.46 1.14
H -0.493987 2.758751 -0.073846 0.36 -0.07 0.21

Entry 3:
8
Properties=species:S:1:pos:R:3:forces:R:3 method="wB97M-V/def2-TZVPD" total_charge=+1 e_homo_ev=-16.15 homo_lumo_gap_ev=8.690 lumo_energy_ev=-7.5 energy_ha=-258.50535
N -0.874994 -1.053223 0.240198 -2.09 -1.25 -0.05
N -0.686743 0.836561 0.867210 1.24 -0.17 -1.24
C 0.097816 -0.139261 -0.020246 0.25 2.44 0.38
H 1.757833 0.349874 -1.202303 0.12 0.83 0.00
N -1.565533 -0.197554 0.925065 1.13 -0.70 -0.11
H -0.540941 1.493901 1.644039 0.33 -0.35 -0.49
H 0.860900 -1.080861 -1.460783 0.19 -1.17 -0.79
N 0.951663 -0.209439 -0.993181 -1.18 0.37 2.31